Record 1
Below is a molecular structure, C64H60AsN6O2P2RuSTe in a non-equilibrium geometry, with properties calculated with wB97M-V/def2-TZVPD.

Summary:
2S+1   2
Gap between HOMO and LUMO (spin up / spin down)   0.22456 / 0.17372 Ha
HOMO energy (spin up / spin down)   -6.56 / -6.44 eV
LUMO (spin up / spin down)   -0.0164 / -0.0630 Eh
<S²>   0.988
ΔE to the lowest compared entry with this formula, charge and spin   0.000 eV
DFT total energy   -180501.912 eV

XYZ file:
```
138
Properties=species:S:1:pos:R:3:forces:R:3
Ru 0.234 -0.811 -0.287 -2.72 0.38 1.78
N -2.926 0.320 8.101 -0.06 -0.06 0.01
C -2.694 0.003 6.776 -0.02 0.06 -0.23
C -2.240 -1.265 6.401 0.00 0.01 0.08
C -2.077 -1.592 5.068 0.01 -0.06 0.10
C -2.343 -0.648 4.088 0.05 -0.07 -0.32
C -2.807 0.613 4.443 0.04 0.07 -0.12
C -2.979 0.936 5.773 0.04 0.00 0.11
S -2.336 -1.070 2.359 -0.13 0.39 0.05
O -2.816 0.105 1.668 0.19 -0.11 0.05
O -3.098 -2.286 2.223 -0.02 -0.29 0.00
N -0.853 -1.323 1.758 0.60 0.53 -0.88
C -0.012 -2.301 2.095 -0.02 -0.49 0.46
N 0.887 -2.589 1.114 -0.14 0.79 -0.61
C 1.851 -3.451 1.387 0.27 -0.16 -0.18
C 1.945 -4.088 2.613 -0.10 0.05 -0.09
C 0.944 -3.789 3.526 -0.04 0.04 -0.02
N -0.027 -2.921 3.288 0.08 -0.03 -0.31
H -2.503 -0.268 8.797 0.06 0.04 0.01
H -2.947 1.298 8.329 0.03 0.00 0.07
H -2.027 -1.998 7.170 -0.01 -0.03 -0.02
H -1.730 -2.573 4.778 -0.07 0.04 0.06
H -3.060 1.319 3.664 0.07 0.01 0.03
H -3.355 1.916 6.048 0.00 -0.01 -0.02
H 2.562 -3.649 0.591 0.02 0.06 0.03
H 2.743 -4.778 2.838 -0.02 -0.01 -0.04
H 0.914 -4.264 4.502 0.06 -0.02 -0.03
Te 0.631 -4.080 -2.920 0.08 0.24 -0.54
C 0.435 -4.403 -5.010 -0.07 0.00 0.15
C -0.149 -3.466 -5.849 0.00 0.09 0.12
C -0.287 -3.761 -7.196 0.03 -0.09 -0.06
N 0.110 -4.906 -7.745 -0.02 0.04 -0.08
C 0.673 -5.800 -6.937 0.00 0.03 -0.01
C 0.860 -5.600 -5.578 0.05 0.02 0.22
C -0.289 -2.134 -2.885 0.26 -0.34 0.83
P 0.844 -0.733 -2.584 0.31 -0.72 0.00
C 2.477 -1.247 -3.205 0.04 -0.07 0.36
C 2.856 -1.139 -4.538 -0.07 -0.01 -0.04
C 4.033 -1.732 -4.972 -0.04 0.03 -0.09
C 4.846 -2.411 -4.077 0.03 -0.04 0.05
C 4.497 -2.482 -2.735 -0.01 -0.01 -0.04
C 3.314 -1.907 -2.305 -0.10 0.05 -0.03
C 0.448 0.622 -3.741 0.02 0.34 0.49
C 1.005 1.864 -3.428 0.17 -0.09 -0.16
C 0.804 2.958 -4.252 0.04 0.06 0.00
C 0.026 2.827 -5.395 -0.07 -0.05 0.03
C -0.538 1.600 -5.709 0.03 0.03 -0.10
C -0.323 0.502 -4.889 0.11 -0.12 -0.04
P -1.478 -2.139 -1.504 0.22 0.99 -1.43
C -2.866 -1.002 -1.871 0.02 0.02 0.36
C -3.022 -0.318 -3.068 0.09 -0.02 -0.04
C -4.157 0.449 -3.289 0.00 0.07 -0.05
C -5.150 0.518 -2.323 0.02 -0.01 0.04
C -5.000 -0.173 -1.127 -0.06 0.02 -0.02
C -3.860 -0.923 -0.895 0.05 -0.03 -0.05
C -2.422 -3.684 -1.774 0.33 -0.23 0.84
C -2.820 -4.011 -3.068 -0.07 0.14 0.01
C -3.492 -5.197 -3.299 -0.01 0.05 -0.03
C -3.776 -6.056 -2.242 0.02 -0.03 -0.02
C -3.397 -5.721 -0.953 -0.04 -0.06 0.02
C -2.718 -4.532 -0.715 0.08 0.10 0.03
H -0.495 -2.524 -5.447 -0.06 0.03 -0.04
H -0.742 -3.047 -7.876 0.00 0.03 0.07
H 0.986 -6.727 -7.406 0.03 0.00 0.07
H 1.326 -6.367 -4.972 -0.01 -0.05 -0.07
H 2.227 -0.609 -5.243 0.00 -0.01 -0.02
H 4.309 -1.671 -6.017 0.00 0.01 0.01
H 5.751 -2.892 -4.426 0.02 0.05 0.00
H 5.133 -3.005 -2.032 0.00 0.02 0.01
H 3.016 -1.965 -1.263 0.04 -0.08 -0.09
H 1.602 1.964 -2.526 0.08 0.07 -0.15
H 1.245 3.916 -4.007 0.00 -0.03 0.05
H -0.145 3.684 -6.034 0.01 -0.01 -0.01
H -1.139 1.491 -6.603 -0.01 0.00 0.01
H -0.749 -0.456 -5.156 0.01 -0.03 0.01
H -2.259 -0.388 -3.828 -0.09 -0.01 0.03
H -4.268 0.993 -4.219 0.02 -0.03 -0.01
H -6.041 1.107 -2.499 0.01 0.00 -0.01
H -5.778 -0.131 -0.376 0.06 0.02 0.03
H -3.741 -1.443 0.048 -0.12 -0.04 -0.11
H -2.593 -3.338 -3.885 0.00 -0.03 -0.05
H -3.786 -5.456 -4.308 -0.01 0.00 0.01
H -4.292 -6.988 -2.431 -0.01 0.01 0.01
H -3.620 -6.389 -0.131 -0.01 0.03 0.00
H -2.416 -4.261 0.290 -0.03 -0.03 0.03
C 5.096 4.927 4.544 -0.06 -0.04 -0.05
C 3.921 4.154 4.009 -0.05 -0.04 0.00
C 3.129 3.365 4.825 0.08 0.08 -0.04
C 2.019 2.688 4.327 -0.18 -0.12 0.05
C 1.183 1.902 5.312 0.08 0.03 -0.10
C 1.691 2.785 2.971 -0.21 -0.10 -0.32
As 0.108 1.742 2.308 -0.16 0.38 0.99
N 1.035 0.841 1.032 0.01 -1.28 -2.34
C 2.177 0.170 1.341 1.19 -0.01 0.40
C 2.501 -0.344 2.620 -0.36 0.16 -0.32
C 3.692 -0.998 2.843 0.20 -0.02 -0.02
C 4.629 -1.140 1.823 0.07 -0.12 0.09
C 4.337 -0.647 0.558 0.00 -0.03 0.12
C 3.132 -0.016 0.310 0.14 0.18 0.50
C -0.813 3.136 1.266 0.10 -0.17 -0.11
C -1.205 2.971 -0.069 -0.04 -0.01 0.26
C -0.797 1.797 -0.921 0.25 0.34 -0.35
C -1.994 3.945 -0.672 -0.02 -0.06 -0.08
C -2.384 5.096 -0.006 0.06 0.02 0.01
C -3.255 6.123 -0.676 0.00 -0.04 0.10
C -1.982 5.249 1.314 -0.07 -0.06 -0.12
C -1.233 4.277 1.967 -0.03 0.03 0.02
C -0.905 4.509 3.424 0.06 -0.02 -0.15
C 2.498 3.566 2.123 0.03 0.06 0.01
C 2.224 3.763 0.653 -0.02 -0.02 0.01
C 3.591 4.234 2.661 -0.03 0.03 0.06
H 5.288 4.689 5.590 0.02 -0.01 0.00
H 4.908 5.999 4.467 0.04 0.02 0.03
H 5.995 4.708 3.966 0.04 0.01 0.04
H 3.374 3.271 5.878 -0.01 0.00 0.01
H 1.810 1.514 6.115 -0.01 0.00 0.03
H 0.658 1.071 4.842 -0.02 0.02 0.10
H 0.427 2.551 5.763 -0.04 -0.05 0.02
H 1.762 -0.256 3.408 0.06 0.02 0.07
H 3.898 -1.406 3.825 0.03 0.03 0.04
H 5.581 -1.616 2.020 0.00 -0.05 -0.02
H 5.058 -0.744 -0.244 0.04 0.00 -0.01
H 2.932 0.408 -0.665 -0.04 0.03 0.00
H 0.277 1.818 -1.114 -0.33 -0.04 0.26
H -1.310 1.825 -1.882 -0.11 -0.06 0.07
H -1.086 0.855 -0.426 -0.21 -0.48 0.22
H -2.324 3.785 -1.693 0.02 0.03 -0.05
H -3.338 5.930 -1.744 0.00 0.03 -0.02
H -2.860 7.129 -0.531 -0.01 0.01 -0.03
H -4.261 6.098 -0.250 -0.02 0.04 -0.04
H -2.280 6.139 1.860 -0.02 -0.01 0.03
H -1.601 5.226 3.858 -0.03 -0.03 0.00
H 0.105 4.908 3.539 0.03 -0.05 0.04
H -0.962 3.581 3.997 0.00 -0.01 0.07
H 1.961 2.825 0.168 -0.05 -0.09 0.02
H 3.106 4.171 0.159 0.00 0.05 0.02
H 1.390 4.453 0.503 0.02 0.02 -0.01
H 4.203 4.853 2.012 0.00 -0.03 -0.05
```
Forces are in eV/Å.

---

Record 2
Below is a molecular structure, C24H44Cl2N3O6RuSi in a non-equilibrium geometry, with properties calculated with wB97M-V/def2-TZVPD.

Summary:
2S+1   6
Gap between HOMO and LUMO (spin up / spin down)   0.27006 / 0.27507 Ha
HOMO energy (spin up / spin down)   -6.85 / -8.31 eV
LUMO (spin up / spin down)   0.0182 / -0.0304 Eh
<S²>   8.760
ΔE to the lowest compared entry with this formula, charge and spin   0.000 eV
DFT total energy   -77861.018 eV

XYZ file:
```
81
Properties=species:S:1:pos:R:3:forces:R:3
C 3.354 -2.386 -6.508 -0.12 -0.10 0.61
C 2.709 -1.620 -7.609 -0.27 0.19 -1.26
H 3.231 -3.461 -6.681 0.12 0.12 0.16
H 2.897 -2.120 -5.541 0.41 -0.24 -0.54
H 4.434 -2.172 -6.451 -0.27 -0.04 -0.05
C 2.702 -2.076 -8.875 0.06 0.63 0.67
C 3.244 -3.390 -9.309 0.12 -0.52 -0.46
H 2.326 -1.460 -9.688 -0.02 -0.04 0.29
H 2.905 -4.220 -8.679 0.11 0.12 -0.05
H 4.342 -3.418 -9.342 -0.15 0.03 0.11
H 2.895 -3.582 -10.330 0.11 -0.16 0.15
Ru 0.910 0.098 -2.260 0.61 -0.24 0.98
Cl 2.341 1.489 -3.280 1.46 1.40 -1.34
C -0.246 2.936 -2.437 -0.50 -0.15 -0.10
O -0.675 1.779 -2.225 0.09 1.56 -0.24
N -1.031 3.915 -2.923 0.38 -0.42 0.15
C -2.435 3.635 -3.140 -0.20 -0.30 -0.07
C -0.443 5.103 -3.533 0.27 -0.03 0.03
H 0.799 3.244 -2.257 -0.36 -0.34 -0.04
H -2.886 3.309 -2.194 0.03 0.06 -0.30
H -2.574 2.834 -3.884 -0.01 0.26 0.20
H -2.904 4.555 -3.488 -0.11 -0.18 0.05
H 0.424 5.411 -2.937 -0.22 0.07 -0.18
H -1.196 5.900 -3.550 0.31 -0.12 0.09
H -0.101 4.910 -4.565 -0.22 0.03 0.34
H -3.142 2.051 2.277 0.02 -0.15 -0.06
H -1.201 1.829 4.179 0.05 -0.22 -0.06
C -2.985 0.969 2.179 -0.05 0.10 0.02
C -1.177 0.772 3.876 0.06 0.01 -0.22
N -1.617 0.618 2.500 0.04 -0.06 0.06
H -3.174 0.660 1.148 -0.05 0.11 0.24
C -0.801 0.173 1.511 -0.25 0.01 -0.58
O -1.153 0.043 0.341 0.25 -0.06 1.26
H -0.152 0.396 3.957 -0.21 0.11 0.10
H 0.224 -0.073 1.870 -0.31 0.10 -0.19
H -3.673 0.464 2.867 0.07 0.01 -0.13
H -1.831 0.207 4.553 0.18 0.07 -0.14
H 0.092 -4.937 -0.347 -0.29 -0.10 -0.09
H 0.284 -3.500 -3.483 -0.48 -0.19 0.05
C -0.895 -4.733 -0.787 0.16 0.12 0.31
C -0.688 -3.862 -3.114 0.41 -0.04 -0.42
N -0.812 -3.597 -1.692 -0.04 0.83 0.53
H -1.606 -4.504 0.014 0.11 -0.26 -0.12
C -0.729 -2.361 -1.190 -0.07 0.36 -0.89
O -0.507 -1.344 -1.898 -1.71 -2.70 1.73
H -1.493 -3.370 -3.677 0.19 -0.18 0.19
H -0.936 -2.275 -0.110 0.27 0.07 -0.31
H -1.216 -5.600 -1.366 -0.09 0.10 0.34
H -0.755 -4.944 -3.233 -0.04 0.19 -0.23
O 1.146 -0.443 -6.206 -1.36 0.11 -0.53
C 2.119 -0.259 -7.243 -0.20 -0.19 0.40
C 0.524 -0.004 -9.190 -0.10 0.44 -0.19
C 1.563 0.511 -8.417 0.67 -0.15 -0.01
H 0.113 -0.990 -8.963 0.09 0.42 -0.02
C 0.025 0.747 -10.258 0.09 -0.11 0.19
H 2.932 0.314 -6.767 -0.13 0.10 -0.21
C 2.174 1.718 -8.760 -0.39 -0.23 -0.20
H -0.844 0.372 -10.802 0.31 0.14 -0.02
C 0.628 1.958 -10.608 0.04 -0.06 0.10
C 1.719 2.430 -9.870 -0.05 0.01 0.09
H 3.003 2.059 -8.135 -0.24 0.08 -0.32
H 0.248 2.517 -11.467 0.16 -0.11 0.31
H 2.216 3.361 -10.134 -0.17 -0.12 -0.07
Si -0.413 0.172 -5.937 1.23 -0.13 -1.49
Cl 1.540 -1.574 -3.832 1.19 -1.00 0.94
C -1.716 -0.506 -7.087 -0.40 0.16 -0.46
C -0.225 2.024 -6.078 -0.30 0.43 0.06
C -1.089 -0.313 -4.305 0.72 0.55 0.38
H -1.738 -0.003 -8.062 -0.07 -0.22 0.21
H -2.697 -0.348 -6.610 0.22 -0.07 -0.10
H -1.594 -1.587 -7.242 0.00 0.20 0.00
H -1.108 -1.389 -4.127 0.10 0.48 -0.02
H -2.045 0.145 -4.053 -0.01 0.07 -0.12
H -0.319 0.198 -3.653 -1.62 -0.55 -1.08
H 0.028 2.338 -7.100 -0.08 -0.15 0.19
H 0.578 2.380 -5.417 -0.16 -0.14 -0.08
H -1.160 2.533 -5.802 0.13 0.01 -0.01
O 3.096 0.089 0.335 -1.04 0.99 -0.33
C 2.352 1.057 0.175 0.44 -0.25 0.24
O 1.288 1.144 -0.573 1.02 -0.04 1.59
H 2.530 2.027 0.709 0.12 -0.46 -0.07
```
Forces are in eV/Å.

---

Record 3
Below is a molecular structure, C13H28GaN5O6P in a non-equilibrium geometry, with properties calculated with wB97M-V/def2-TZVPD.

Summary:
Charge   -1
Gap between HOMO and LUMO   0.29829 Ha
HOMO energy   -6.14 eV
LUMO   0.0726 Eh
DFT total energy   -95337.080 eV

XYZ file:
```
54
Properties=species:S:1:pos:R:3:forces:R:3
C 4.781 1.331 -3.764 -0.09 -0.20 -0.41
C 4.028 0.427 -4.745 -0.04 -0.05 -0.65
O 3.859 0.833 -5.870 -0.04 0.20 0.06
N 3.522 -0.858 -4.387 0.72 -0.01 1.56
C 4.561 -1.841 -4.307 0.30 -0.08 -0.95
C 5.393 -2.091 -3.046 -0.41 0.11 0.13
O 4.833 -2.487 -5.289 0.13 -0.06 0.10
Ga 2.350 -0.801 -2.829 -1.33 1.07 -0.54
C 0.429 -1.072 -3.523 0.23 -0.37 -0.83
C 0.600 -1.716 -4.862 0.11 -0.25 0.77
O 1.110 -2.804 -4.980 -0.07 -0.06 -0.34
O 0.196 -1.003 -5.969 0.38 0.55 0.45
O 2.660 -2.209 -1.556 0.70 -0.17 0.10
C 1.980 -1.977 -0.524 -1.23 0.19 0.05
N 1.205 -1.715 0.308 0.63 -0.24 0.19
H 5.075 0.834 -2.840 -0.09 0.16 -0.03
H 4.138 2.195 -3.573 0.03 -0.20 0.26
H 5.647 1.725 -4.304 0.00 -0.15 0.15
H 5.285 -3.152 -2.806 -0.01 0.16 0.12
H 6.450 -1.915 -3.264 -0.16 0.05 -0.14
H 5.093 -1.483 -2.191 0.03 -0.15 -0.07
H 2.365 0.615 -2.083 0.34 -0.26 0.09
H -0.074 -1.811 -2.895 0.05 0.30 0.21
H -0.080 -0.109 -3.568 -0.10 -0.20 0.08
H 0.958 -1.013 -6.565 -0.13 -0.30 -0.26
O -2.212 3.057 2.830 2.71 -0.25 2.59
P -2.291 1.597 3.211 -5.08 -1.62 -4.91
N -1.911 0.910 1.668 0.65 0.08 0.16
C -2.321 -0.407 1.207 -0.31 -0.47 0.30
C -0.535 1.179 1.230 0.30 0.69 0.05
N -4.005 1.590 3.491 -0.27 0.13 0.06
C -4.913 0.606 2.928 0.13 -0.47 0.39
C -4.680 2.883 3.497 0.21 0.26 -0.04
N -2.149 0.054 4.052 1.50 1.92 2.40
C -2.743 0.069 5.419 -0.42 -0.16 0.13
C -0.739 -0.362 4.283 0.26 -0.36 -0.68
H -1.847 -1.245 1.733 0.08 0.04 -0.03
H -2.082 -0.519 0.148 0.22 0.19 0.04
H -3.398 -0.540 1.271 0.02 0.06 0.17
H 0.215 0.659 1.835 0.04 -0.16 -0.19
H -0.306 2.245 1.290 -0.20 0.01 0.06
H -0.378 0.874 0.196 -0.17 -0.11 0.03
H -5.059 0.754 1.852 -0.04 -0.06 -0.03
H -5.891 0.680 3.414 0.02 0.15 -0.01
H -4.577 -0.414 3.116 0.19 0.03 -0.15
H -4.804 3.278 2.481 -0.02 0.11 0.04
H -4.137 3.614 4.089 0.11 0.01 -0.14
H -5.671 2.796 3.952 0.01 -0.28 -0.04
H -2.288 0.839 6.050 0.03 -0.10 0.11
H -2.597 -0.902 5.896 0.27 -0.01 -0.14
H -3.815 0.234 5.411 0.04 0.17 -0.26
H -0.157 0.423 4.774 0.05 -0.08 0.09
H -0.240 -0.645 3.358 -0.11 0.19 -0.12
H -0.708 -1.253 4.909 -0.17 0.06 0.06
```
Forces are in eV/Å.

---

Record 4
Below is C5H8N2O in the gas phase in a non-equilibrium geometry, with properties calculated with wB97M-V/def2-TZVPD.

Summary:
SMILES string   O[C@@H]1C=NN2C[C@@H]2C1
Gap between HOMO and LUMO   0.38865 Ha
HOMO energy   -9.64 eV
LUMO   0.0345 Eh
ΔE to the lowest compared entry with this formula, charge and spin   7.122 eV
DFT total energy   -10335.605 eV

XYZ file:
```
16
Properties=species:S:1:pos:R:3:forces:R:3
O 1.849 -0.341 1.114 -3.01 0.48 -2.55
C 1.306 -0.208 -0.261 4.87 0.29 -2.93
C 0.754 1.341 -0.478 1.37 -1.52 -0.83
N -0.426 1.593 -0.151 -1.83 0.09 2.18
N -0.891 0.379 0.581 -1.28 1.18 0.95
C -2.232 -0.377 0.362 -1.81 -0.44 -1.71
C -0.934 -0.623 -0.378 -0.10 -2.49 -1.68
C 0.399 -1.396 -0.701 -0.45 -0.78 1.58
H 0.878 -0.200 1.284 0.86 -0.17 2.78
H 2.122 -0.398 -1.065 -0.38 1.13 1.81
H 1.291 2.210 -0.965 -0.18 -1.53 0.47
H -2.796 -0.963 1.145 2.17 0.57 0.05
H -3.214 -0.156 -0.280 2.76 0.85 0.71
H -0.879 -0.074 -1.290 -1.61 0.00 -1.25
H 0.714 -2.434 -0.193 -0.70 2.56 -0.84
H 0.553 -1.482 -1.818 -0.67 -0.22 1.27
```
Forces are in eV/Å.

---

Record 5
Below is a molecular structure, CaI in a non-equilibrium geometry, with properties calculated with wB97M-V/def2-TZVPD.

Summary:
Charge   +1
Gap between HOMO and LUMO   0.16460 Ha
HOMO energy   -11.72 eV
LUMO   -0.2661 Eh
ΔE to the lowest compared entry with this formula, charge and spin   2.740 eV
DFT total energy   -26530.696 eV

XYZ file:
```
2
Properties=species:S:1:pos:R:3:forces:R:3
Ca 1.863 0.652 -0.531 -1.75 -0.61 0.50
I -1.863 -0.652 0.531 1.75 0.61 -0.50
```
Forces are in eV/Å.

---

Record 6
Below is C2H3O2P in the gas phase in a non-equilibrium geometry, with properties calculated with wB97M-V/def2-TZVPD.

Summary:
SMILES string   [H]/P=C\OC=O
Gap between HOMO and LUMO (spin up / spin down)   0.30225 / 0.30222 Ha
HOMO energy (spin up / spin down)   -8.74 / -8.74 eV
LUMO (spin up / spin down)   -0.0189 / -0.0189 Eh
ΔE to the lowest compared entry with this formula, charge and spin   3.332 eV
DFT total energy   -15502.610 eV

XYZ file:
```
8
Properties=species:S:1:pos:R:3:forces:R:3
H 2.588 1.035 -0.257 -0.53 -1.45 -0.04
P 2.443 -0.466 -0.149 -4.48 1.15 0.62
C 0.571 -0.712 0.103 1.18 -1.49 0.70
O -0.634 0.008 0.188 1.61 0.23 -0.52
C -2.110 -0.087 -0.009 2.18 -0.22 0.03
O -2.847 -0.993 -0.035 0.61 -0.14 0.10
H 0.385 -1.798 0.429 0.40 1.38 -0.87
H -2.211 0.975 -0.130 -0.98 0.54 -0.01
```
Forces are in eV/Å.